1.
This record from the Open Molecules 2025 dataset describes C18H24N4O2S2 in the gas phase. The level of theory is ωB97M-V/def2-TZVPD.

Output
relative energy (zero: lowest compared OMol25 entry of this formula, charge and spin): 0.193 eV
LUMO energy: 0.59 eV
HOMO-LUMO gap: 8.5 eV

CARTESIAN COORDINATES (ANGSTROEM)
C1 -7.7276 -2.3945 -0.1232
O1 -7.7068 -1.0785 0.3759
C2 -6.5411 -0.3818 0.3252
C3 -6.5960 0.9190 0.8539
C4 -5.4928 1.7365 0.8704
C5 -4.2905 1.2634 0.3490
N1 -3.1092 1.9428 0.2920
C6 -2.1737 1.2452 -0.2410
N2 -0.9184 1.7672 -0.3795
C7 0.2719 1.2805 -0.8677
O2 1.2463 2.0034 -0.8207
C8 0.2702 -0.1151 -1.4122
C9 1.6493 -0.5667 -1.9089
N3 2.6604 -0.5529 -0.8699
C10 2.4749 -1.3053 0.2294
S1 1.3338 -2.5191 0.3165
N4 3.2499 -1.0938 1.3109
C11 4.1328 0.0476 1.4464
C12 5.1561 -0.2663 2.5372
C13 3.3423 1.3087 1.8126
C14 4.8195 0.1805 0.0865
C15 3.8207 0.3122 -1.0653
C16 4.5503 -0.0487 -2.3653
S2 -2.6425 -0.3852 -0.7621
C17 -4.2462 -0.0410 -0.1808
C18 -5.3535 -0.8716 -0.2005
H1 -7.4895 -2.4228 -1.1913
H2 -7.0333 -3.0417 0.4220
H3 -8.7454 -2.7501 0.0280
H4 -7.5404 1.2556 1.2506
H5 -5.5375 2.7329 1.2783
H6 -0.8550 2.7156 -0.0186
H7 -0.4445 -0.1890 -2.2339
H8 -0.0542 -0.8079 -0.6276
H9 1.9738 0.1022 -2.7029
H10 1.5474 -1.5826 -2.3051
H11 3.0044 -1.6295 2.1292
H12 4.6609 -0.3758 3.4994
H13 5.8822 0.5384 2.6138
H14 5.6830 -1.1904 2.3108
H15 2.6147 1.5502 1.0430
H16 4.0176 2.1525 1.9265
H17 2.8142 1.1575 2.7518
H18 5.4838 1.0442 0.0800
H19 5.4227 -0.7172 -0.0708
H20 3.4567 1.3450 -1.1297
H21 5.4889 0.4975 -2.4112
H22 3.9733 0.2070 -3.2488
H23 4.7657 -1.1149 -2.3889
H24 -5.2698 -1.8630 -0.6136

***

2.
This record from the Open Molecules 2025 dataset describes C18H24N4O2S3 in the gas phase. The level of theory is ωB97M-V/def2-TZVPD.

Output
relative energy (zero: lowest compared OMol25 entry of this formula, charge and spin): 0.000 eV
LUMO energy: 0.31 eV
HOMO-LUMO gap: 8.6 eV

CARTESIAN COORDINATES (ANGSTROEM)
C1 3.2864 2.9688 0.0699
S1 2.7854 1.3879 -0.6572
C2 1.4656 0.9680 0.4008
N1 0.8629 -0.1869 0.1199
C3 -0.1723 -0.5572 0.8575
S2 -0.9379 -2.0840 0.4972
C4 0.1936 -2.8382 -0.7134
C5 -0.1185 -2.4397 -2.1562
O1 -0.6724 -3.1943 -2.9247
N2 0.2832 -1.1934 -2.4528
C6 0.1718 -0.6291 -3.7738
C7 1.4216 -0.9114 -4.6379
C8 2.6938 -0.2823 -4.0624
C9 2.6267 1.1413 -4.6163
C10 1.8256 0.9713 -5.9179
O2 1.2779 -0.3385 -5.9205
C11 -0.6296 0.2532 1.9121
C12 -1.6951 0.1332 2.8528
C13 -1.7223 1.1689 3.7289
S3 -0.4697 2.3590 3.4489
C14 0.1193 1.4335 2.1121
N3 1.1549 1.8005 1.3719
C15 -2.7292 1.3022 4.8284
N4 -3.3746 0.0357 5.1169
C16 -2.5643 -0.8282 5.9519
C17 -3.8260 -0.5981 3.8927
C18 -2.6893 -0.9818 2.9287
H1 3.6048 2.8016 1.0935
H2 4.1060 3.3413 -0.5354
H3 2.4434 3.6513 0.0460
H4 1.2057 -2.5527 -0.4307
H5 0.0443 -3.9114 -0.6007
H6 0.7487 -0.6591 -1.7241
H7 0.0158 0.4478 -3.6871
H8 -0.6908 -1.0809 -4.2700
H9 1.5070 -1.9941 -4.7730
H10 3.5657 -0.8028 -4.4586
H11 2.7293 -0.3091 -2.9763
H12 2.1036 1.7962 -3.9201
H13 3.6135 1.5592 -4.8005
H14 2.4595 1.0582 -6.8059
H15 1.0186 1.7098 -5.9983
H16 -3.5030 2.0216 4.5296
H17 -2.2589 1.6843 5.7374
H18 -2.4302 -0.3484 6.9212
H19 -1.5731 -1.0471 5.5326
H20 -3.0954 -1.7661 6.1030
H21 -4.4965 0.1083 3.3959
H22 -4.4032 -1.4858 4.1582
H23 -2.1870 -1.8918 3.2684
H24 -3.0954 -1.1906 1.9376

***

3.
This record from the Open Molecules 2025 dataset describes a molecular structure, C18H24N8ReS4. The level of theory is ωB97M-V/def2-TZVPD.

Output
multiplicity: 2
net charge: +2
relative energy (zero: lowest compared OMol25 entry of this formula, charge and spin): 1.003 eV
LUMO energy (alpha / beta): -8.06 / -7.31 eV
HOMO-LUMO gap (alpha / beta): 5.6 / 6.4 eV

CARTESIAN COORDINATES (ANGSTROEM)
Re1 0.2604 -0.3934 0.6506
C1 2.0759 5.0951 -0.4159
S1 3.0431 3.6177 -0.0739
C2 1.9923 2.3166 -0.5364
S2 0.3300 2.5364 -0.8880
N1 2.6277 1.1703 -0.5565
N2 1.8726 0.0459 -0.6561
C3 2.3238 -0.9117 -1.3896
C4 1.6718 -2.2010 -1.2874
C5 2.1124 -3.3116 -1.9945
C6 1.4788 -4.5262 -1.8078
C7 0.4121 -4.5950 -0.9207
C8 0.0184 -3.4492 -0.2612
N3 0.6239 -2.2637 -0.4273
H1 2.7675 5.9239 -0.2761
H2 1.7264 5.0923 -1.4451
H3 1.2407 5.1983 0.2716
H4 3.2049 -0.7593 -2.0010
H5 2.9524 -3.2127 -2.6682
H6 1.8118 -5.4073 -2.3390
H7 -0.1094 -5.5233 -0.7373
H8 -0.8142 -3.4860 0.4283
N4 -2.9646 3.2130 0.7436
C9 -2.6520 1.7648 0.4465
C10 -3.0644 1.3929 -0.9612
C11 -2.6155 -0.0444 -1.2333
N5 -1.1302 -0.1675 -1.1810
C12 -3.2566 -1.0053 -0.2428
C13 -2.9878 -0.6417 1.2126
N6 -1.6109 -1.0824 1.6321
C14 -3.2527 0.8455 1.4977
H9 -2.4216 3.8093 0.1076
H10 -2.6718 3.4557 1.6954
H11 -3.9572 3.4446 0.6427
H12 -1.5706 1.7467 0.4756
H13 -2.6095 2.0687 -1.6907
H14 -4.1499 1.4456 -1.0886
H15 -2.9445 -0.3032 -2.2409
H16 -0.6976 0.6586 -1.6169
H17 -0.8816 -0.9585 -1.7719
H18 -2.9256 -2.0296 -0.4400
H19 -4.3366 -1.0077 -0.4030
H20 -3.6827 -1.2062 1.8368
H21 -1.6343 -2.1006 1.6766
H22 -1.4852 -0.8061 2.6067
H23 -2.8941 1.1048 2.4980
H24 -4.3410 0.9678 1.5097
S3 0.1236 1.4557 2.0733
C15 1.0998 1.1249 3.4246
C16 1.1241 2.0929 4.4718
N7 1.1325 2.8959 5.2933
C17 1.8472 -0.0376 3.4804
S4 1.7971 -1.1019 2.1605
C18 2.7018 -0.3383 4.5817
N8 3.3935 -0.5871 5.4640

***

4.
This record from the Open Molecules 2025 dataset describes a molecular structure, C18H25AgAs2N3O15P2. The level of theory is ωB97M-V/def2-TZVPD.

Output
net charge: -1
LUMO energy: 2.02 eV
HOMO-LUMO gap: 8.0 eV

CARTESIAN COORDINATES (ANGSTROEM)
Ag1 0.3124 -2.1489 0.7392
C1 -4.7998 -0.6051 1.5183
C2 -3.3526 -1.0533 1.4160
O1 -2.7690 -1.0360 2.7273
P1 -3.1960 -2.7925 0.8824
O2 -4.1203 -2.9991 -0.3915
O3 -4.0429 -3.6351 1.9387
O4 -1.7969 -3.2460 0.7442
P2 -2.3552 0.0513 0.3148
O5 -2.5581 -0.8050 -1.0620
O6 -2.9174 1.4132 0.1638
O7 -0.9422 -0.1080 0.8366
H1 -5.3515 -1.2484 2.2045
H2 -5.2825 -0.6325 0.5416
H3 -4.8179 0.4217 1.8806
H4 -1.8325 -0.8101 2.5976
H5 -3.7830 -2.4022 -1.0831
H6 -3.5800 -3.6613 2.7865
H7 -2.0611 -0.4764 -1.8318
N1 3.8311 -5.7960 4.6224
C3 3.6059 -4.7326 4.2196
N2 3.4266 -3.4814 3.8326
C4 2.5973 -3.1965 2.8915
N3 1.9133 -2.8306 2.0205
C5 -1.6461 -0.6822 -4.6678
O8 -1.0851 -0.3871 -3.3824
C6 -0.1586 0.6001 -3.3777
O9 0.3151 1.0605 -4.3779
C7 0.2891 0.9075 -1.9811
C8 -0.1881 1.9655 -1.3311
As1 0.3279 2.6242 0.4375
C9 1.2654 4.2260 -0.2419
C10 1.9789 1.5844 0.7125
C11 2.3856 0.4649 0.1164
As2 1.4054 -0.5153 -1.2481
C12 2.7022 -0.5713 -2.7193
C13 3.5861 -0.2380 0.6645
O10 4.2187 0.1248 1.6223
O11 3.8764 -1.3424 -0.0352
C14 4.9459 -2.1371 0.4995
C15 2.7460 2.2158 1.8501
O12 3.5342 3.1029 1.6596
O13 2.3659 1.8957 3.0920
C16 1.5456 0.7334 3.3018
C17 -1.3539 2.6897 -1.9333
O14 -1.9568 2.3238 -2.9132
O15 -1.6851 3.7665 -1.2205
C18 -2.9931 4.2878 -1.4813
H8 -2.3610 -1.4824 -4.5014
H9 -0.8661 -1.0003 -5.3564
H10 -2.1406 0.2050 -5.0595
H11 0.5114 4.9640 -0.5050
H12 1.8769 3.9879 -1.1102
H13 1.9044 4.6121 0.5488
H14 3.2240 0.3797 -2.8079
H15 2.1663 -0.7720 -3.6458
H16 3.4084 -1.3725 -2.5259
H17 4.9881 -3.0266 -0.1215
H18 4.7381 -2.4022 1.5323
H19 5.8817 -1.5827 0.4479
H20 1.2945 0.7487 4.3582
H21 2.1060 -0.1714 3.0735
H22 0.6325 0.7725 2.7053
H23 -3.0985 5.1521 -0.8328
H24 -3.7266 3.5237 -1.2286
H25 -3.0888 4.5748 -2.5268

***

5.
This record from the Open Molecules 2025 dataset describes a molecular structure, C18H25I2LaN4O8P2. The level of theory is ωB97M-V/def2-TZVPD.

Output
relative energy (zero: lowest compared OMol25 entry of this formula, charge and spin): 0.000 eV
LUMO energy: 0.04 eV
HOMO-LUMO gap: 7.0 eV

CARTESIAN COORDINATES (ANGSTROEM)
La1 0.3240 -0.8944 -0.0015
I1 -7.0673 -1.2660 3.4247
C1 -5.0860 -1.3882 2.8007
C2 -4.4587 -2.6183 2.7256
C3 -3.1385 -2.6990 2.2991
I2 -2.2195 -4.5491 2.1674
C4 -2.4235 -1.5525 1.9459
O1 -1.1997 -1.5964 1.5101
C5 -3.0757 -0.2945 2.0380
C6 -2.3100 0.9755 1.7607
N1 -1.6740 1.0431 0.4310
C7 -2.6502 1.1018 -0.6463
C8 -1.9785 1.1344 -1.9903
C9 -2.3726 2.0155 -2.9886
C10 -1.7238 1.9807 -4.2113
C11 -0.6941 1.0745 -4.3995
C12 -0.3580 0.2400 -3.3473
N2 -0.9848 0.2593 -2.1745
C13 -4.3916 -0.2307 2.4554
H1 -4.9916 -3.5213 2.9898
H2 -1.5079 1.0889 2.4890
H3 -3.0117 1.8129 1.8825
H4 -1.0504 1.8507 0.3968
H5 -3.3389 1.9539 -0.5504
H6 -3.2637 0.1953 -0.5860
H7 -3.1715 2.7186 -2.7972
H8 -2.0147 2.6602 -5.0012
H9 -0.1548 1.0159 -5.3339
H10 0.4496 -0.4766 -3.4403
H11 -4.8831 0.7326 2.5203
N3 2.4896 3.0562 2.1852
C14 2.8994 1.8261 1.3787
C15 4.4127 1.7094 1.3339
P1 2.0836 0.4647 2.3569
O2 2.9230 0.5482 3.7257
O3 0.7067 0.9924 2.5453
O4 2.2583 -0.8536 1.6781
P2 2.1069 2.1346 -0.2943
O5 3.2359 2.9254 -1.1207
O6 0.9966 3.0781 -0.0090
O7 1.9094 0.7864 -0.9154
H12 1.5236 2.8531 2.5146
H13 2.4402 3.8866 1.5897
H14 3.1052 3.2035 2.9846
H15 4.8351 1.5955 2.3343
H16 4.8749 2.5647 0.8398
H17 4.6627 0.8109 0.7676
H18 3.3667 -0.2752 3.9503
H19 3.7638 2.3440 -1.6765
N4 3.6505 -3.5809 -2.2121
C16 2.5410 -2.9347 -1.7840
O8 2.6215 -2.0772 -0.9075
C17 1.2338 -3.2873 -2.4539
C18 0.0655 -2.9966 -1.5324
H20 4.5176 -3.3950 -1.7379
H21 3.5789 -4.3660 -2.8320
H22 1.3151 -4.3107 -2.8554
H23 1.1983 -2.6490 -3.3487
H24 -0.0184 -3.7972 -0.7810
H25 -0.8768 -3.0232 -2.0925

***

6.
This record from the Open Molecules 2025 dataset describes a molecular structure, C18H25InN4S. The level of theory is ωB97M-V/def2-TZVPD.

Output
net charge: +2
LUMO energy: -7.36 eV
HOMO-LUMO gap: 6.7 eV

CARTESIAN COORDINATES (ANGSTROEM)
In1 -0.2672 -0.1373 0.0024
C1 1.6406 2.6237 0.2322
C2 2.5226 1.5307 -0.3948
N1 2.1359 0.1743 0.0053
C3 2.6434 -0.3087 1.2921
C4 1.9809 0.2905 2.5333
S1 0.1412 0.2501 2.5520
C5 -0.2909 2.0273 2.6028
C6 -0.5839 2.7392 1.2693
N2 0.2202 2.2713 0.1429
H1 1.9061 2.7767 1.2785
H2 1.8545 3.5621 -0.2921
H3 2.4128 1.5892 -1.4822
H4 3.5687 1.7336 -0.1353
H5 2.4824 -0.4678 -0.7063
H6 2.4915 -1.3937 1.3111
H7 3.7196 -0.1086 1.3788
H8 2.2777 -0.3127 3.3932
H9 2.2945 1.3161 2.7197
H10 -1.1930 2.0647 3.2174
H11 0.5060 2.5176 3.1623
H12 -1.6356 2.5898 1.0050
H13 -0.4331 3.8128 1.4422
H14 -0.1701 2.6532 -0.7177
C7 -3.5315 0.5877 -0.0418
N3 -2.4681 -0.3967 -0.0352
C8 -2.7126 -1.6733 -0.0946
C9 -1.6902 -2.6314 -0.1334
C10 -1.7470 -4.0342 -0.0834
C11 -0.4349 -4.4890 -0.1166
C12 0.3837 -3.3683 -0.2040
N4 -0.3632 -2.2530 -0.1982
C13 -4.2170 0.7268 -1.3808
C14 -5.6027 0.7287 -1.4498
C15 -6.2379 0.9002 -2.6681
C16 -5.4895 1.0461 -3.8248
C17 -4.1040 1.0338 -3.7598
C18 -3.4689 0.8849 -2.5410
H15 -3.0929 1.5563 0.2272
H16 -4.2715 0.3203 0.7231
H17 -3.7376 -2.0352 -0.0989
H18 -2.6373 -4.6301 -0.0053
H19 -0.0957 -5.5069 -0.0857
H20 1.4559 -3.3343 -0.2977
H21 -6.1837 0.6088 -0.5469
H22 -7.3156 0.9053 -2.7116
H23 -5.9814 1.1606 -4.7777
H24 -3.5202 1.1392 -4.6603
H25 -2.3779 0.8870 -2.4861

***

7.
This record from the Open Molecules 2025 dataset describes C18H25N3O2 in the gas phase. The level of theory is ωB97M-V/def2-TZVPD.

Output
relative energy (zero: lowest compared OMol25 entry of this formula, charge and spin): 2.767 eV
LUMO energy: 0.73 eV
HOMO-LUMO gap: 8.5 eV

CARTESIAN COORDINATES (ANGSTROEM)
C1 1.2867 -3.2799 -1.8980
C2 1.2679 -2.6959 -0.4645
C3 -0.1901 -2.4474 -0.0198
N1 -0.9151 -3.5426 0.3578
C4 -0.7664 -1.2210 -0.0570
C5 -2.1564 -0.9380 0.3892
C6 -2.8493 0.3985 0.0211
O1 -2.7671 -1.7196 1.1309
C7 0.0066 -0.0617 -0.5680
N2 0.0830 0.4034 -1.8865
C8 0.9702 1.4880 -1.9951
C9 1.5086 2.1990 -3.0498
C10 2.4286 3.2304 -2.8007
C11 2.8150 3.5092 -1.4907
C12 2.2715 2.7884 -0.3945
C13 1.3339 1.7607 -0.6702
C14 0.7948 0.7612 0.2245
C15 1.0000 0.7715 1.7489
O2 2.3902 0.6781 2.1399
C16 0.4475 2.1014 2.3068
N3 0.8426 2.3332 3.7054
C17 1.2840 3.6708 4.0482
C18 0.3076 1.4606 4.7664
H1 0.8605 -2.5521 -2.5975
H2 2.2964 -3.5756 -2.1675
H3 0.6867 -4.2230 -1.8989
H4 1.8987 -1.7903 -0.4418
H5 1.7437 -3.4138 0.2412
H6 -0.4262 -4.4147 0.5219
H7 -1.7749 -3.3001 0.8881
H8 -3.5996 0.7394 0.7291
H9 -3.3686 0.3054 -0.9163
H10 -2.1228 1.2083 -0.1033
H11 -0.2492 -0.1174 -2.7083
H12 1.2144 2.0524 -4.0639
H13 2.8828 3.8269 -3.6181
H14 3.5596 4.2430 -1.2921
H15 2.6324 2.9156 0.6380
H16 0.4495 -0.0790 2.1555
H17 2.4261 1.0029 3.0754
H18 -0.6528 2.1632 2.2171
H19 0.8370 2.9142 1.6912
H20 2.1857 3.9772 3.4785
H21 0.5092 4.4441 3.8747
H22 1.4977 3.7198 5.0942
H23 0.7210 1.7228 5.7361
H24 0.5601 0.4254 4.5173
H25 -0.7617 1.5577 4.8059

***

8.
This record from the Open Molecules 2025 dataset describes C18H25N3O3 in the gas phase. The level of theory is ωB97M-V/def2-TZVPD.

Output
relative energy (zero: lowest compared OMol25 entry of this formula, charge and spin): 2.455 eV
LUMO energy: 0.69 eV
HOMO-LUMO gap: 9.9 eV

CARTESIAN COORDINATES (ANGSTROEM)
C1 -0.2393 2.7307 -2.2704
O1 0.1290 1.7569 -1.3228
C2 0.6104 0.5677 -1.9104
C3 1.9166 0.7606 -2.6598
C4 2.9715 1.3944 -2.0157
C5 4.1703 1.5838 -2.6783
C6 4.3233 1.1346 -3.9803
C7 3.2744 0.4972 -4.6202
C8 2.0698 0.3116 -3.9626
C9 0.8568 -0.4130 -0.8162
N1 1.5275 -0.2383 0.2713
N2 1.5035 -1.4102 0.9390
C10 0.8236 -2.2484 0.2259
C11 0.4954 -3.6554 0.5559
C12 0.3235 -3.8430 2.0690
C13 -0.8565 -2.9951 2.5422
O2 -2.0010 -3.3971 2.4958
N3 -0.5042 -1.7782 3.0039
C14 -1.4842 -0.7397 3.2429
C15 -1.6620 0.1397 2.0018
C16 -2.5003 1.3972 2.2434
C17 -2.5452 2.2242 0.9594
C18 -3.9161 1.0588 2.7035
O3 0.3823 -1.6748 -0.9150
H1 0.6143 3.0403 -2.8830
H2 -1.0339 2.3587 -2.9290
H3 -0.6084 3.5809 -1.7016
H4 -0.1505 0.1410 -2.5864
H5 2.8335 1.7251 -0.9978
H6 4.9884 2.0786 -2.1769
H7 5.2610 1.2795 -4.4959
H8 3.3911 0.1452 -5.6344
H9 1.2498 -0.1833 -4.4642
H10 1.2979 -4.3036 0.1916
H11 -0.4254 -3.9269 0.0353
H12 0.0992 -4.8903 2.2700
H13 1.2388 -3.5549 2.5835
H14 0.4474 -1.4703 2.8505
H15 -2.4190 -1.2419 3.4971
H16 -1.1510 -0.1355 4.0910
H17 -0.6736 0.4506 1.6515
H18 -2.1260 -0.4592 1.2139
H19 -2.0103 1.9913 3.0234
H20 -1.5397 2.4147 0.5918
H21 -3.0426 3.1760 1.1325
H22 -3.0931 1.6873 0.1875
H23 -4.5150 1.9645 2.7719
H24 -3.9086 0.5829 3.6802
H25 -4.3932 0.3850 1.9952

***

9.
This record from the Open Molecules 2025 dataset describes C18H25N3O3S2 in the gas phase. The level of theory is ωB97M-V/def2-TZVPD.

Output
relative energy (zero: lowest compared OMol25 entry of this formula, charge and spin): 0.237 eV
LUMO energy: 0.61 eV
HOMO-LUMO gap: 9.1 eV

CARTESIAN COORDINATES (ANGSTROEM)
C1 -0.5261 -5.4254 -1.1541
S1 -1.9724 -5.3158 -0.0619
C2 -1.5856 -3.7652 0.8092
C3 -1.7758 -2.5457 -0.0793
C4 -1.3937 -1.2512 0.6464
N1 -1.8023 -0.0821 -0.0976
C5 -2.6783 0.8292 0.4104
O1 -3.1829 0.7288 1.5004
O2 -2.8684 1.8027 -0.4881
C6 -3.7790 2.8966 -0.2024
C7 -3.7114 3.7684 -1.4566
C8 -3.3007 3.6765 1.0211
C9 -5.1953 2.3618 0.0045
C10 0.0773 -1.1946 0.8848
N2 0.9849 -2.0011 0.4471
N3 2.1784 -1.5512 0.8824
C11 1.9354 -0.4729 1.5661
S2 3.0527 0.5406 2.3858
C12 4.6204 -0.2329 1.7982
C13 4.9726 0.2451 0.4283
C14 5.5630 1.4920 0.2539
C15 5.8740 1.9471 -1.0141
C16 5.5937 1.1624 -2.1206
C17 5.0007 -0.0775 -1.9535
C18 4.6892 -0.5361 -0.6854
O3 0.6181 -0.1844 1.6121
H1 0.3680 -5.1964 -0.5827
H2 -0.6331 -4.7385 -1.9883
H3 -0.4884 -6.4455 -1.5212
H4 -2.2628 -3.7352 1.6620
H5 -0.5570 -3.8358 1.1605
H6 -2.8210 -2.4782 -0.3854
H7 -1.1521 -2.6400 -0.9695
H8 -1.9162 -1.1760 1.6101
H9 -1.4298 0.0732 -1.0204
H10 -4.3645 4.6285 -1.3450
H11 -2.6934 4.1135 -1.6165
H12 -4.0229 3.1960 -2.3263
H13 -3.3404 3.0479 1.9063
H14 -3.9379 4.5429 1.1740
H15 -2.2764 4.0125 0.8739
H16 -5.2343 1.7351 0.8911
H17 -5.8846 3.1921 0.1281
H18 -5.5025 1.7728 -0.8572
H19 4.4607 -1.3081 1.8309
H20 5.3600 0.0720 2.5373
H21 5.7751 2.1059 1.1177
H22 6.3351 2.9156 -1.1396
H23 5.8358 1.5183 -3.1111
H24 4.7782 -0.6910 -2.8139
H25 4.2158 -1.4968 -0.5519